{
  "formula": "C28H43Cl2F6N3O10P",
  "method": "wB97M-V/def2-TZVPD",
  "molar_mass_g_mol": 797.5,
  "orbital_gap_ev": 8.077,
  "fmax_ev_per_a": 7.96,
  "total_charge": 1,
  "e_lumo_ev": -3.56,
  "elements": ["C", "C", "C", "C", "N", "P", "O", "O", "O", "C", "C", "O", "C", "C", "O", "C", "N", "C", "C", "N", "C", "C", "C", "Cl", "C", "C", "C", "C", "C", "C", "O", "Cl", "H", "H", "H", "H", "H", "H", "H", "H", "H", "H", "H", "H", "H", "H", "H", "H", "H", "H", "H", "H", "H", "H", "H", "H", "H", "H", "H", "H", "H", "H", "H", "H", "H", "C", "C", "O", "C", "O", "C", "F", "F", "F", "H", "H", "H", "H", "H", "C", "C", "O", "C", "O", "C", "F", "F", "F", "H", "H", "H", "H", "H"],
  "positions_angstrom": [[-4.555, 5.928, 2.961], [-3.724, 4.942, 3.268], [-2.592, 3.770, 3.384], [-2.061, 3.224, 1.976], [-2.833, 2.005, 1.438], [-4.594, 2.153, 1.479], [-5.243, 2.064, 2.868], [-4.956, 3.638, 0.651], [-5.406, 0.955, 0.505], [-2.237, 0.830, 2.170], [-3.126, -0.513, 2.177], [-2.300, -1.564, 2.770], [-3.123, -2.663, 3.247], [-3.311, -3.943, 2.260], [-3.629, -2.619, 4.415], [-0.827, 0.564, 1.341], [-1.267, -0.279, 0.190], [-0.355, -1.440, -0.082], [-0.271, -1.698, -1.688], [-0.070, 1.790, 1.068], [0.686, 1.928, -0.164], [2.320, 2.090, -0.011], [2.868, 2.674, -1.450], [3.073, 0.415, 0.167], [-0.427, 3.001, 1.851], [0.288, 2.760, 3.318], [1.601, 1.838, 3.275], [1.564, 0.570, 4.004], [0.158, 4.404, 1.308], [-0.293, 5.729, 2.086], [0.179, 6.196, 3.161], [-1.626, 6.770, 1.294], [-4.952, 6.937, 2.555], [-3.030, 2.864, 3.981], [-1.811, 4.247, 4.082], [-2.294, 4.057, 1.187], [-2.574, 1.974, 0.417], [-5.804, 3.472, 0.169], [-4.703, 0.643, -0.139], [-2.017, 1.057, 3.294], [-3.617, -0.796, 1.180], [-4.002, -0.340, 2.934], [-2.370, -4.628, 2.339], [-3.383, -3.606, 1.162], [-4.217, -4.556, 2.621], [-0.226, -0.151, 2.045], [-1.471, 0.283, -0.652], [0.678, -1.275, 0.395], [-0.858, -2.373, 0.395], [0.846, -1.693, -1.982], [-0.758, -2.711, -2.007], [-0.787, -0.888, -2.323], [0.388, 2.802, -0.887], [0.638, 1.006, -0.886], [2.641, 2.854, 0.771], [3.914, 2.233, -1.623], [3.024, 3.827, -1.337], [2.124, 2.516, -2.311], [0.622, 3.770, 3.807], [-0.422, 2.278, 4.093], [2.611, 2.087, 2.796], [0.957, 0.493, 4.981], [2.102, -0.384, 3.636], [-0.256, 4.529, 0.221], [1.301, 4.459, 1.209], [-2.861, -8.590, -4.222], [-1.863, -8.311, -3.115], [-1.478, -6.926, -3.116], [-2.334, -6.071, -2.510], [-3.373, -6.404, -1.990], [-1.779, -4.649, -2.539], [-1.284, -4.307, -3.752], [-0.762, -4.482, -1.652], [-2.708, -3.715, -2.234], [-2.464, -8.268, -5.188], [-3.095, -9.656, -4.272], [-3.793, -8.040, -4.062], [-0.954, -8.891, -3.287], [-2.253, -8.606, -2.136], [6.517, 0.353, -1.530], [6.128, 0.201, -2.988], [7.073, 0.868, -3.838], [8.213, 0.186, -4.108], [8.463, -0.915, -3.678], [9.102, 0.985, -5.058], [9.203, 2.288, -4.704], [8.626, 0.971, -6.326], [10.364, 0.511, -5.119], [6.637, 1.409, -1.273], [5.757, -0.086, -0.880], [7.473, -0.135, -1.323], [5.159, 0.676, -3.160], [6.025, -0.851, -3.271]],
  "atomic_forces_ev_per_a": [[5.479, -4.787, 1.095], [-3.500, 4.349, -2.410], [-1.984, 0.579, 1.266], [0.520, 3.430, -0.870], [0.465, 0.300, -0.248], [-7.573, 1.137, 2.161], [3.018, 0.236, -4.029], [1.077, -3.697, 0.923], [4.211, 2.074, 0.588], [1.728, -2.346, 0.690], [-1.390, 0.582, 1.475], [-1.665, -0.485, -0.607], [-1.950, -0.807, 3.761], [0.763, 0.454, 0.469], [2.614, 0.068, -5.900], [-1.048, -2.294, 1.454], [1.290, 1.222, 0.392], [-0.650, -1.064, -1.013], [0.414, -0.320, -0.174], [-1.348, 1.147, -1.503], [2.112, -0.121, -2.224], [-0.767, 1.034, -2.334], [0.284, 0.793, 1.115], [-0.583, 1.184, 0.519], [0.945, -0.151, 2.502], [1.184, 0.844, 1.823], [-0.642, -3.647, 2.092], [-0.159, 2.686, -1.584], [-0.689, 0.416, -2.074], [1.419, 2.082, 4.170], [-2.039, -2.861, -5.374], [1.446, -1.384, 0.351], [0.619, -2.422, 1.213], [0.592, 1.791, -0.972], [-0.770, -0.927, -1.558], [0.263, -1.465, 1.423], [0.084, -0.272, 0.984], [0.732, 0.135, 0.410], [-1.421, 0.057, 0.427], [-0.650, 0.091, -2.230], [1.234, 0.284, 1.278], [1.420, -0.057, -1.370], [-1.582, 1.370, -0.018], [-0.060, -0.494, 1.750], [1.446, 1.221, -0.658], [-1.040, 1.320, -1.184], [0.623, -0.557, 0.503], [-1.547, -0.243, -0.870], [1.082, 1.543, -0.643], [-1.830, -0.144, 0.287], [1.447, 2.987, 0.879], [0.741, -0.948, 1.169], [0.219, -1.266, 1.635], [-0.323, 1.465, 1.727], [-0.330, -1.704, -0.695], [-1.776, 0.607, -0.072], [-0.396, -2.003, -0.226], [1.304, -0.108, 1.262], [-0.942, -1.515, -1.082], [1.077, 0.636, -1.371], [-2.119, -0.334, -0.034], [0.266, -0.161, -2.133], [-0.076, 2.074, 1.107], [0.782, -0.039, 1.954], [-1.716, -0.318, 0.563], [-0.224, 0.325, -0.109], [-0.258, -0.939, -0.154], [-0.326, 1.449, 0.631], [-0.534, -2.434, -0.028], [1.066, 1.068, -0.379], [0.517, 1.522, -0.512], [-0.364, -0.518, 0.605], [-0.625, -1.306, -0.129], [0.132, -0.927, -0.010], [0.072, -0.145, 0.093], [0.074, 0.093, 0.040], [0.075, -0.145, 0.082], [0.051, 0.410, 0.030], [-0.013, 0.296, -0.106], [0.350, -0.015, 0.089], [-0.390, -0.273, 0.524], [0.934, -0.170, -0.648], [-1.305, -1.165, 1.224], [0.141, 1.308, -0.744], [1.553, 1.167, -1.319], [-0.340, -0.750, 0.165], [-0.165, -0.270, 0.785], [-1.022, -0.079, 0.387], [-0.135, -0.049, -0.035], [0.054, 0.049, -0.109], [-0.160, -0.037, -0.058], [0.264, 0.128, -0.242], [0.244, 0.153, -0.031]],
  "mulliken_charge": [-0.552, -0.489, -0.216, -1.697, 0.540, 0.910, -0.580, -0.475, -0.498, -0.078, -0.885, -0.233, 0.659, -0.813, -0.531, -1.811, 0.160, 0.077, -0.236, 1.517, -1.172, 0.413, -0.873, -0.199, 0.663, -0.676, -0.274, -0.942, -0.846, 0.379, -0.467, -0.154, 0.334, 0.523, 0.530, 0.865, 0.682, 0.371, 0.387, -0.157, 0.140, 0.576, 0.285, 0.184, 0.327, 0.459, 0.478, 0.167, 0.147, 0.301, -0.538, 0.355, 0.213, 0.346, 0.229, 0.112, 0.278, 0.318, 0.462, 0.385, 0.339, 0.279, 0.244, 0.621, 0.233, -1.094, -0.202, -0.285, 0.032, -0.516, 1.079, -0.262, -0.269, -0.242, 0.305, 0.370, 0.315, 0.319, 0.313, -0.958, -0.187, -0.326, 0.357, -0.501, 0.873, -0.242, -0.245, -0.236, 0.291, 0.164, 0.415, 0.303, 0.328]
}